{
  "formula": "C5H14N2",
  "method": "the ωB97M-V functional and the def2-TZVPD basis",
  "symbols": ["N", "C", "C", "C", "C", "C", "N", "H", "H", "H", "H", "H", "H", "H", "H", "H", "H", "H", "H", "H", "H"],
  "positions_angstrom": [[1.25032, 0.12286, 1.38275], [0.56127, -0.43131, 0.19958], [0.22295, 0.71916, -0.84575], [-0.81454, 1.76229, -0.21579], [-0.04800, 0.18582, -2.18864], [-0.64059, -1.16325, 0.73412], [-0.37395, -2.15982, 1.71497], [1.20568, 1.09880, 1.61464], [2.21325, -0.05128, 1.24431], [1.21249, -1.10039, -0.28871], [1.29144, 1.12143, -0.96606], [-0.50061, 2.20034, 0.74238], [-0.83267, 2.52708, -1.01999], [-1.83786, 1.39353, -0.04549], [-0.39441, 1.02669, -2.78656], [0.87133, -0.20446, -2.68857], [-0.65346, -0.69307, -2.03341], [-1.37048, -0.40925, 1.04742], [-1.07430, -1.55403, -0.14526], [-0.88560, -2.02971, 2.57195], [0.59774, -2.36142, 1.97210]],
  "forces_ev_per_a": [[0.5, -0.7, 0.0], [-1.1, 2.8, 1.2], [2.3, 0.0, 3.2], [1.1, -0.3, -1.7], [0.4, -0.5, -0.9], [0.0, 1.1, -0.6], [0.2, -1.3, 0.8], [-0.7, 0.4, -0.5], [1.2, -0.1, 0.2], [1.0, -1.0, -0.5], [-1.6, 0.6, 0.6], [0.2, -0.1, -0.5], [-0.4, 0.1, 0.8], [0.4, -0.2, -0.4], [-0.7, -0.6, -0.5], [-0.5, 0.4, 0.5], [-1.1, 0.0, -0.9], [0.2, -0.2, 0.5], [-1.0, -1.1, -1.0], [0.0, 0.1, 0.0], [-0.6, 0.6, -0.5]],
  "lowdin_charge": [0.041, -0.367, -0.388, -0.050, -0.100, -0.293, 0.001, 0.057, 0.048, 0.123, 0.145, 0.065, 0.073, 0.071, 0.081, 0.096, 0.069, 0.110, 0.082, 0.061, 0.075],
  "smiles": "CC(C)[C@@H](N)CN",
  "relative_energy_ev": 1.448,
  "charge": 0,
  "energy_ha": -308.36983
}

{
  "formula": "C15H31BBaF4P2",
  "method": "the ωB97M-V functional and the def2-TZVPD basis",
  "symbols": ["P", "P", "C", "C", "H", "H", "H", "H", "C", "H", "H", "H", "C", "H", "H", "H", "C", "H", "H", "H", "C", "H", "H", "H", "Ba", "C", "C", "C", "C", "C", "C", "C", "C", "C", "H", "H", "H", "H", "H", "H", "H", "H", "H", "H", "H", "H", "H", "H", "H", "F", "B", "F", "F", "F"],
  "positions_angstrom": [[0.64995, -2.29770, 1.41714], [0.48233, 2.58093, 1.55227], [0.15827, -0.66505, 0.72558], [0.97132, 0.65557, 1.10813], [-0.95706, -0.81075, 0.58558], [0.35157, -0.72475, -0.34861], [1.69291, 0.38889, 1.95368], [1.68638, 0.88222, 0.23996], [-1.17251, 3.01512, 0.87209], [-1.98240, 3.00469, 1.64747], [-1.46469, 2.38160, 0.00484], [-1.16132, 4.05901, 0.49262], [1.53712, 3.57144, 0.38458], [1.03119, 3.75682, -0.55961], [2.51170, 3.08707, 0.18319], [1.75413, 4.52969, 0.87861], [-0.52746, -3.52870, 0.81835], [-0.75228, -4.28229, 1.57684], [-0.09151, -3.97573, -0.09819], [-1.47720, -3.04568, 0.54830], [2.30931, -2.79352, 0.96835], [2.94073, -1.93224, 0.73826], [2.20635, -3.40725, 0.06213], [2.80682, -3.37752, 1.76466], [-2.30465, 0.65181, 1.71908], [0.05441, 1.70820, -2.20126], [-1.27325, 1.61740, -2.07220], [-2.13274, 0.91731, -3.06718], [-1.77741, -0.54981, -3.28619], [-0.99190, -1.29878, -2.26445], [0.35676, -1.25473, -2.19085], [1.28514, -0.43902, -3.04721], [0.94151, 1.03096, -3.22622], [0.41389, -2.34901, 3.17604], [0.61098, 2.45937, -1.64099], [-1.79704, 2.39303, -1.51241], [-1.99819, 1.41692, -4.04766], [-3.17861, 1.08139, -2.78908], [-2.68581, -1.12460, -3.49065], [-1.22557, -0.60278, -4.22149], [-1.56882, -1.97930, -1.63148], [0.92874, -2.02306, -1.63318], [1.43450, -0.90309, -4.04348], [2.26066, -0.53729, -2.54543], [1.89084, 1.58984, -3.18085], [0.57838, 1.21126, -4.24832], [0.90485, -1.47210, 3.60342], [0.81130, -3.31653, 3.54130], [-0.65619, -2.25632, 3.41491], [-1.26466, 1.84468, 4.08473], [-0.82984, 0.60151, 4.76360], [-1.73663, -0.44436, 4.08603], [0.50719, 0.35828, 4.31474], [-1.06150, 0.59693, 6.12054]],
  "forces_ev_per_a": [[-1.2, 0.9, 0.2], [0.9, -0.8, 1.0], [1.5, 0.0, 0.0], [1.7, 0.1, -0.1], [0.2, 0.1, 0.0], [0.0, -0.3, 0.2], [-1.2, 0.6, -0.7], [-1.1, -0.6, 0.9], [-0.8, 0.6, -0.6], [0.9, 0.6, -0.5], [0.2, 0.7, 0.8], [0.2, -0.5, 0.2], [0.3, -0.4, -0.1], [0.2, 0.2, 0.0], [-0.5, 0.1, 0.2], [-0.2, -0.3, -0.1], [0.4, -0.1, -1.1], [0.3, 0.1, -0.1], [-0.5, 0.0, 0.5], [0.1, 0.1, 0.1], [0.6, -0.4, -0.1], [-0.1, 0.0, 0.0], [0.2, 0.1, 0.2], [-0.4, 0.2, -0.3], [-1.9, -0.7, 1.3], [0.4, 0.2, 0.1], [0.2, 1.1, -1.1], [-0.3, 0.2, -0.1], [-0.4, -0.6, -0.7], [0.8, -0.3, 0.2], [-0.6, -1.1, -0.9], [0.4, -0.6, 0.2], [0.3, 0.9, -0.2], [0.3, 0.0, 0.3], [-0.5, -0.4, 0.1], [0.2, -0.5, -0.2], [-0.1, 0.0, 0.4], [0.1, -0.4, 0.0], [-0.1, 0.1, 0.1], [0.3, -0.1, -0.2], [0.3, 0.2, -0.1], [-0.7, 0.3, 0.0], [-0.2, 0.1, 0.4], [-0.1, 0.2, -0.3], [-0.2, -0.2, -0.2], [-0.3, -0.1, 0.2], [0.1, -0.4, 0.3], [-0.2, 0.6, 0.0], [0.3, -0.1, -0.2], [0.3, -1.3, 0.8], [-0.6, 0.4, -1.0], [1.0, 0.9, 0.5], [-1.3, 0.1, 0.8], [0.5, 0.0, -1.3]],
  "lowdin_charge": [0.845, 0.901, -0.492, -0.345, -0.128, 0.010, 0.065, 0.061, -0.512, -0.065, -0.074, 0.069, -0.313, 0.006, 0.048, 0.040, -0.199, 0.063, 0.062, 0.016, -0.180, 0.060, 0.052, 0.069, 1.277, -0.103, -0.158, -0.197, -0.194, -0.122, -0.178, -0.197, -0.182, -0.188, 0.056, 0.069, 0.121, 0.096, 0.111, 0.106, 0.073, 0.084, 0.121, 0.101, 0.107, 0.114, 0.047, 0.081, 0.061, -0.092, -1.093, -0.204, 0.059, 0.166],
  "relative_energy_ev": 1.979,
  "charge": 0,
  "energy_ha": -1722.60012
}

{
  "formula": "C4H9NO2",
  "method": "the ωB97M-V functional and the def2-TZVPD basis",
  "symbols": ["C", "N", "C", "C", "O", "C", "O", "H", "H", "H", "H", "H", "H", "H", "H", "H"],
  "positions_angstrom": [[-1.75723, 0.78420, 0.27302], [-1.26854, -0.61890, -0.03675], [0.20357, -0.62612, -0.37171], [0.99051, -0.44333, 1.05009], [2.44169, -0.14493, 1.30323], [0.57512, 0.29125, -1.51061], [1.40569, 1.18267, -1.38902], [-2.90843, 0.76217, 0.39451], [-1.16993, 1.20164, 1.10147], [-1.34806, 1.26353, -0.66368], [-1.83204, -1.06205, -0.75403], [0.59733, -1.63991, -0.70957], [0.85045, -1.41758, 1.53084], [0.49660, 0.39041, 1.75508], [2.75046, -0.11077, 0.43066], [-0.02720, 0.18772, -2.40352]],
  "forces_ev_per_a": [[0.3, -1.3, -2.1], [0.4, -0.4, 1.8], [1.3, -0.2, 0.2], [-1.0, 1.6, 2.2], [-2.4, -0.8, 0.1], [-2.0, -2.3, 0.8], [3.2, 3.4, 0.4], [2.0, 0.3, -0.1], [-0.7, -0.2, 0.0], [-1.1, 0.8, 0.8], [0.3, 0.3, -0.1], [-1.4, 0.4, 0.6], [-0.3, 0.3, 0.1], [0.6, -1.9, -1.8], [1.2, 0.6, -2.1], [-0.6, -0.3, -0.8]],
  "mulliken_spin": [0.123, 0.086, 0.201, -0.025, 0.000, 0.505, 0.247, -0.056, 0.014, -0.073, -0.091, 0.062, -0.017, 0.001, 0.001, 0.021],
  "spin_multiplicity": 2,
  "relative_energy_ev": 2.928,
  "charge": -1,
  "energy_ha": -362.92742
}

{
  "formula": "C15H20N2O2S",
  "method": "the ωB97M-V functional and the def2-TZVPD basis",
  "symbols": ["C", "H", "H", "H", "C", "C", "H", "H", "H", "C", "H", "C", "N", "C", "O", "C", "H", "H", "C", "N", "C", "S", "O", "C", "C", "C", "C", "C", "C", "H", "H", "H", "H", "H", "H", "H", "H", "H", "H", "H"],
  "positions_angstrom": [[-4.29827, -0.57693, -1.81803], [-3.40237, -0.70614, -2.42011], [-4.94711, -1.43162, -1.99555], [-4.81442, 0.31903, -2.15623], [-3.96618, -0.46727, -0.33158], [-5.25564, -0.41675, 0.48643], [-5.03521, -0.36415, 1.55014], [-5.84220, 0.45800, 0.21426], [-5.85861, -1.30348, 0.30533], [-3.11966, 0.77386, -0.02457], [-3.65382, 1.66393, -0.36222], [-1.73017, 0.77699, -0.66888], [-0.91716, -0.34003, -0.23974], [-0.04000, -0.24728, 0.77900], [0.21493, 0.79480, 1.34741], [0.61232, -1.57179, 1.16048], [0.65407, -2.25272, 0.30994], [0.00271, -2.03198, 1.94103], [2.02275, -1.35072, 1.70872], [2.93701, -0.96206, 0.66758], [3.48770, -1.84110, -0.21875], [3.20166, -3.44722, -0.28291], [4.31688, -1.18789, -1.05702], [4.28849, 0.13235, -0.70777], [4.97056, 1.19031, -1.26934], [4.74418, 2.44032, -0.71065], [3.86842, 2.61327, 0.35421], [3.18425, 1.54941, 0.92058], [3.41275, 0.29979, 0.37403], [2.48164, 1.69146, 1.72419], [3.71352, 3.60422, 0.75205], [5.25768, 3.29693, -1.11861], [5.64139, 1.04450, -2.09931], [2.39403, -2.28061, 2.14927], [2.00507, -0.55771, 2.45810], [-1.13115, -1.24495, -0.62685], [-1.19918, 1.68229, -0.36526], [-1.80427, 0.75880, -1.75828], [-2.98844, 0.85269, 1.05669], [-3.40811, -1.36052, -0.02774]],
  "forces_ev_per_a": [[0.1, -0.1, 0.3], [0.1, 0.0, -0.2], [-0.1, -0.1, -0.1], [-0.1, 0.1, -0.1], [-0.2, 0.3, 0.0], [0.3, -0.2, -0.1], [0.0, 0.0, 0.1], [-0.1, 0.1, 0.0], [-0.1, -0.1, 0.0], [0.2, -0.3, -0.1], [-0.1, 0.1, 0.0], [-0.2, 0.3, 0.2], [-0.3, -0.1, -0.3], [0.1, -0.7, -0.1], [0.1, 0.4, 0.3], [0.2, 0.3, 0.2], [0.0, 0.0, 0.1], [0.0, 0.0, 0.0], [-0.5, -0.2, 0.2], [0.5, -0.2, -0.7], [-0.5, -0.5, 0.5], [0.1, -0.4, -0.1], [0.1, 0.1, 0.0], [-0.4, 0.9, 0.6], [-0.1, -0.4, 0.0], [0.0, 0.1, 0.0], [0.1, 0.1, 0.0], [0.0, -0.2, 0.0], [0.6, 0.5, -0.5], [-0.1, 0.0, 0.1], [0.0, 0.1, 0.0], [0.0, 0.1, 0.0], [0.1, 0.0, -0.1], [0.0, 0.2, 0.0], [0.0, -0.1, -0.1], [0.2, 0.0, 0.1], [0.0, -0.1, -0.2], [0.0, 0.0, 0.0], [0.0, 0.1, 0.0], [0.0, 0.0, 0.0]],
  "lowdin_charge": [-0.077, 0.066, 0.077, 0.084, -0.449, -0.084, 0.076, 0.081, 0.075, -0.167, 0.121, -0.175, 0.069, -0.486, 0.056, -0.080, 0.087, 0.131, -0.145, -0.013, -0.821, 0.698, 0.069, -0.183, 0.005, -0.087, -0.080, 0.001, -0.137, 0.104, 0.104, 0.102, 0.119, 0.112, 0.129, 0.139, 0.121, 0.115, 0.118, 0.125],
  "smiles": "CC(C)CCNC(=O)CCn1c(=S)oc2ccccc21",
  "relative_energy_ev": 0.373,
  "charge": 0,
  "energy_ha": -1241.81009
}

{
  "formula": "C3H2BrO2",
  "method": "the ωB97M-V functional and the def2-TZVPD basis",
  "symbols": ["C", "C", "C", "O", "O", "Br", "H", "H"],
  "positions_angstrom": [[1.04130, -0.49617, -1.44865], [0.53689, 0.65960, -1.86695], [-1.26156, 0.13752, 2.12136], [-2.37023, 0.29258, 2.16989], [-0.15159, -0.02389, 2.29778], [-1.02854, 1.26287, -0.56905], [1.19799, -1.09562, -0.64841], [2.03575, -0.73689, -2.05598]],
  "forces_ev_per_a": [[3.3, 1.2, -3.4], [-0.2, -0.1, -0.2], [1.9, 0.1, 0.2], [-5.2, 0.5, -0.1], [3.3, -0.7, 0.2], [-0.2, 0.0, 0.0], [-1.0, -1.6, 3.1], [-1.9, 0.6, 0.3]],
  "lowdin_charge": [-0.370, -0.573, -0.662, 0.162, 0.162, 0.296, -0.050, 0.034],
  "relative_energy_ev": 0.810,
  "charge": -1,
  "energy_ha": -2839.98244
}